No. 1
The following is a DFT calculation (wB97M-V/def2-TZVPD) of a structure of composition C6H17Br3MnNO3 at a distorted geometry.

LUMO (alpha / beta) (Eh): 0.10086 / 0.10043
Energy above the lowest of the compared OMol25 structures with the same formula, charge and spin (eV): 0.146
HOMO (alpha / beta) (eV): -4.81 / -4.95
Calculated total energy (Ha): -9392.560957

The geometry in ORCA input format:
```
! RIJCOSX wB97M-V def2-TZVPD def2/J DEFGRID3
* xyz -1 6
Mn 0.98972 -0.30302 0.09786
Br -0.16369 -0.49020 -2.36865
Br 1.25977 0.85642 2.57682
Br 3.45003 -1.32218 -0.20906
C -1.67618 -3.45072 1.65738
C -1.11828 -2.25034 0.89133
C -1.84108 -0.95536 1.23825
O -1.21630 0.17354 0.67358
C -1.98645 1.33297 0.82195
N 0.34385 -2.09528 1.13717
H -2.75093 -3.53302 1.47467
H -1.47004 -3.37762 2.72870
H -1.20673 -4.37610 1.32156
H -1.20187 -2.45863 -0.18086
H -1.84781 -0.89022 2.33600
H -2.86669 -1.01843 0.86316
H -1.55142 2.14738 0.25725
H -2.03626 1.58410 1.88886
H -3.03631 1.18947 0.53909
H 0.44150 -2.17457 2.15890
H 0.80062 -2.98960 0.92989
C 1.35823 2.63987 -1.54685
C 2.22461 2.81676 -2.79375
O 2.30194 1.63419 -3.54379
O 1.85263 1.67577 -0.64704
H 0.35763 2.34171 -1.87478
H 1.16241 3.59525 -1.04263
H 3.22333 3.03474 -2.38355
H 1.86768 3.66337 -3.38477
H 1.62754 0.98825 -3.26739
H 2.70854 2.01150 -0.34931
*
```



No. 2
The following is a DFT calculation (wB97M-V/def2-TZVPD) of the ion C6H17ClO2PS with charge -1.

LUMO (Eh): 0.09194
HOMO (eV): -3.07
Calculated total energy (Ha): -1588.904379

The geometry in ORCA input format:
```
! RIJCOSX wB97M-V def2-TZVPD def2/J DEFGRID3
* xyz -1 1
C -3.79036 0.23384 0.73864
C -2.32826 0.05348 0.34000
P -1.22781 -0.00684 1.95082
C 0.33248 -0.46953 0.87706
C 0.91221 0.68618 0.09034
C 2.39260 0.53705 -0.31790
C 2.69278 0.39832 -1.79822
S 2.31902 -1.19872 -2.49478
O 3.44503 -2.05530 -2.35345
O 1.05970 -1.69197 -2.09092
Cl 2.16121 -0.72791 -4.51066
H -4.46683 0.21210 -0.11617
H -4.05163 -0.58813 1.40258
H -3.89230 1.17921 1.26376
H -2.25978 -0.91673 -0.15085
H -2.02129 0.86068 -0.32434
H -1.53391 -1.45472 2.04723
H -0.41710 -0.07094 3.19125
H -0.93954 1.44983 1.82251
H -2.38144 0.32938 2.78815
H 1.09766 -0.82640 1.56804
H 0.02994 -1.29422 0.24239
H 0.29546 0.95024 -0.76524
H 0.86523 1.55133 0.75210
H 2.91563 1.45037 -0.04129
H 2.84646 -0.26245 0.25888
H 2.18768 1.13915 -2.40783
H 3.75717 0.53267 -1.96211
*
```



No. 3
The following is a DFT calculation (wB97M-V/def2-TZVPD) of a cluster of 2 separate species, C6H17N2 in total.

LUMO (Eh): -0.10194
Energy above the lowest of the compared OMol25 structures with the same formula, charge and spin (eV): 0.569
HOMO (eV): -14.52
Calculated total energy (Ha): -348.069938

The geometry in ORCA input format:
```
! RIJCOSX wB97M-V def2-TZVPD def2/J DEFGRID3
* xyz 1 1
C 0.42924 1.01206 -1.14325
C -0.07138 1.65875 -2.42056
C 0.15562 3.17399 -2.41996
N 0.14677 -0.47187 -1.08985
H 1.50807 1.11894 -1.04691
H -0.04208 1.44259 -0.26224
H -1.13285 1.43890 -2.56698
H 0.46006 1.22177 -3.26826
H -0.32147 3.67438 -1.58012
H 1.22005 3.40320 -2.39788
H -0.23614 3.57975 -3.34927
H -0.61485 -0.73902 -1.71272
H 0.97032 -1.01000 -1.35784
H -0.19050 -0.74030 -0.03570
C 1.45198 -1.84551 2.03299
C -0.03192 -2.16303 2.05819
C -1.58731 -0.38937 2.03024
N -0.79734 -1.11656 1.36595
H 1.97823 -2.70118 2.45761
H 1.82017 -1.74026 1.01245
H 1.71441 -0.96407 2.61585
H -0.39857 -2.36273 3.06569
H -0.17736 -3.06544 1.45854
H -1.74444 -0.55267 3.09595
H -2.10141 0.44416 1.56350
*
```



No. 4
The following is a DFT calculation (wB97M-V/def2-TZVPD) of a cluster of 2 separate species, C6H17N2 in total at a distorted geometry.

LUMO (Eh): -0.30669
Energy above the lowest of the compared OMol25 structures with the same formula, charge and spin (eV): 6.001
HOMO (eV): -13.33
Calculated total energy (Ha): -347.870325

The geometry in ORCA input format:
```
! RIJCOSX wB97M-V def2-TZVPD def2/J DEFGRID3
* xyz 1 1
C 0.70174 -0.48688 2.41357
N -1.41435 1.34200 0.66855
C -2.61626 0.86843 -0.03630
C -2.63647 1.09336 -1.57128
C 0.44666 -1.00827 0.99487
N 0.75911 -0.21405 -0.13778
C 2.17362 -0.09831 -0.53145
C 2.61875 -1.15530 -1.48650
H -0.09403 0.08461 2.81243
H 0.95790 -1.24975 3.10341
H -1.13560 2.24051 0.24973
H -3.36146 1.39152 0.60022
H -2.70067 -0.22658 0.26699
H -3.59986 0.61747 -1.92280
H -1.80894 0.57123 -2.10478
H -2.69903 2.11247 -1.97635
H -0.62055 -1.25624 0.92631
H 0.99081 -1.95575 0.88763
H 1.55686 0.13242 2.48142
H -0.68090 0.72837 0.29712
H 2.31556 0.86079 -1.03987
H 2.76704 -0.09101 0.35574
H 3.61315 -1.05122 -1.97248
H 1.91622 -1.11566 -2.25418
H 2.55068 -2.13417 -1.02421
*
```



No. 5
The following is a DFT calculation (wB97M-V/def2-TZVPD) of a cluster of 2 separate species, C6H17N2OSi in total at a distorted geometry.

LUMO (Eh): -0.10119
Energy above the lowest of the compared OMol25 structures with the same formula, charge and spin (eV): 0.215
HOMO (eV): -13.33
Calculated total energy (Ha): -712.797854

The geometry in ORCA input format:
```
! RIJCOSX wB97M-V def2-TZVPD def2/J DEFGRID3
* xyz 1 1
C 0.02562 0.08223 0.08828
C -1.99229 -2.14008 -0.66534
C -2.78347 0.88704 -0.58374
C -2.17110 -0.56006 2.19428
C 4.03990 0.19935 -1.23013
C 3.32773 0.65246 -0.19483
N 0.53199 0.76735 1.08686
N 0.60018 0.01890 -1.06052
O 3.10707 1.96859 0.13062
Si -1.90238 -0.50316 0.38847
H -1.11825 -2.74018 -0.63992
H -2.79821 -2.69048 -0.24060
H -2.45881 -1.89897 -1.66442
H -2.57144 0.59587 -1.61110
H -3.76190 1.25179 -0.50952
H -2.12711 1.79890 -0.44922
H -2.21164 0.43842 2.85502
H -3.06924 -1.10483 2.30291
H -1.41695 -1.21063 2.72712
H 4.23040 -0.83594 -1.09673
H 4.54937 0.73354 -1.98343
H 2.96054 -0.02631 0.55312
H -0.00021 1.12402 1.92795
H 1.70642 0.17582 -1.15550
H 3.60002 2.51512 -0.50562
H 0.21737 -0.66008 -1.60808
H 1.48641 1.16132 0.94407
*
```



No. 6
The following is a DFT calculation (wB97M-V/def2-TZVPD) of an isolated molecule of C6H17N2PS at a distorted geometry.

Structure (SMILES): CCCCN[P@](N)(=S)CC
LUMO (Eh): 0.02808
Energy above the lowest of the compared OMol25 structures with the same formula, charge and spin (eV): 0.537
HOMO (eV): -8.45
Calculated total energy (Ha): -1087.836369

The geometry in ORCA input format:
```
! RIJCOSX wB97M-V def2-TZVPD def2/J DEFGRID3
* xyz 0 1
C 3.56535 -0.15739 1.15225
C 2.97495 0.50629 -0.11182
C 1.58169 0.25558 -0.20797
C 0.76480 1.11471 -1.15090
N -0.59803 0.61854 -1.58865
P -1.75026 0.37403 -0.38359
N -3.26187 0.30961 -1.20379
S -1.52036 1.83240 0.97658
C -1.72441 -1.26735 0.49742
C -3.03273 -1.27007 1.23336
H 3.08962 -1.11237 1.47456
H 4.60208 -0.39823 0.83231
H 3.63331 0.54374 2.09821
H 3.16855 1.66025 -0.03851
H 3.72052 0.12965 -0.96333
H 1.10112 -0.77256 -0.46846
H 1.24041 0.37617 0.83605
H 1.46135 1.23129 -2.13529
H 0.61856 2.17022 -0.90966
H -0.39343 -0.20113 -2.20790
H -3.57670 1.25233 -0.98037
H -3.04901 0.22129 -2.19441
H -1.73608 -2.00947 -0.18394
H -0.90939 -1.32656 1.24945
H -2.70435 -1.92150 2.08488
H -3.30814 -0.28576 1.51838
H -3.95756 -1.87371 0.77511
*
```



No. 7
The following is a DFT calculation (wB97M-V/def2-TZVPD) of a structure of composition C6H17N3 at a distorted geometry.

LUMO (Eh): -0.25824
Energy above the lowest of the compared OMol25 structures with the same formula, charge and spin (eV): 2.394
HOMO (eV): -14.18
Calculated total energy (Ha): -402.320332

The geometry in ORCA input format:
```
! RIJCOSX wB97M-V def2-TZVPD def2/J DEFGRID3
* xyz 2 1
C 11.72760 -1.15052 0.30322
C 11.21726 0.70107 -1.10318
C -12.74579 0.50121 -0.33488
C -11.23010 -1.41121 0.07277
C -10.24936 0.87496 -0.34504
C -11.36858 0.03778 -0.16394
N 11.70380 -0.53544 -0.91330
N 12.96831 0.02481 1.16912
N 12.87630 1.22794 0.60201
H 10.82766 -0.94590 0.88216
H 12.16481 -2.14914 0.27459
H 11.55724 1.30082 -1.93895
H 10.44277 1.03071 -0.54447
H -13.31107 -0.28225 -0.91248
H -13.28540 0.38475 0.54681
H -12.74503 1.57474 -0.77610
H -12.18784 -1.69466 0.52642
H -10.44083 -1.66023 0.72184
H -11.05771 -1.93962 -0.79574
H -10.24171 1.56561 0.48938
H -9.25795 0.38917 -0.52185
H -10.22324 1.64813 -1.16079
H 12.45169 -0.93655 -1.39986
H 12.47809 0.02841 2.17774
H 13.74549 -0.63071 0.88962
H 13.66898 1.43638 -0.07596
*
```



No. 8
The following is a DFT calculation (wB97M-V/def2-TZVPD) of a cluster of 2 separate species, C6H17N4 in total at a distorted geometry.

LUMO (Eh): -0.10015
Energy above the lowest of the compared OMol25 structures with the same formula, charge and spin (eV): 1.842
HOMO (eV): -13.34
Calculated total energy (Ha): -457.461900

The geometry in ORCA input format:
```
! RIJCOSX wB97M-V def2-TZVPD def2/J DEFGRID3
* xyz 1 1
C 1.47826 0.50143 0.09293
C 1.20917 2.79468 -0.37691
C 3.21473 -1.23775 0.36518
C -0.21392 -1.73390 -1.06865
C -2.50205 0.00950 -0.65353
C -1.94219 0.27855 1.59376
N 0.67714 1.37908 -0.19022
N 2.31480 -0.29715 -0.15267
N -0.50436 -1.13148 0.29142
N -1.42377 0.07369 0.24878
H 2.28137 2.69687 -0.40773
H 0.79205 3.49815 0.38230
H 0.79976 3.24776 -1.22295
H 3.23567 -2.20981 -0.13083
H 4.24068 -0.79519 0.25701
H 2.96096 -1.55091 1.34656
H 0.65361 -2.36034 -1.01902
H -0.99208 -2.44791 -1.52168
H 0.09124 -1.04526 -1.89191
H -3.05018 -0.96811 -0.49200
H -3.20924 0.85695 -0.41846
H -2.32626 0.12857 -1.75569
H -2.12982 1.34414 1.91168
H -2.90993 -0.23405 1.72342
H -1.20649 0.04111 2.36445
H -0.40000 0.95932 -0.06010
H -1.13914 -1.79795 0.78488
*
```



No. 9
The following is a DFT calculation (wB97M-V/def2-TZVPD) of a cluster of 2 separate species, C6H17N4O in total at a distorted geometry.

LUMO (alpha / beta) (Eh): -0.26433 / -0.43051
Energy above the lowest of the compared OMol25 structures with the same formula, charge and spin (eV): 0.000
HOMO (alpha / beta) (eV): -17.48 / -17.48
Calculated total energy (Ha): -532.431321

The geometry in ORCA input format:
```
! RIJCOSX wB97M-V def2-TZVPD def2/J DEFGRID3
* xyz 2 2
C -2.11017 -0.40500 -0.45299
C -2.25524 -0.51733 -2.00913
C -1.77385 1.24164 1.28284
N -2.13712 0.98347 0.03349
N -1.41613 0.21464 2.09095
N -1.60063 2.49426 1.74654
H -2.98355 -0.93043 -0.08448
H -1.19309 -0.90360 -0.11646
H -3.20218 -0.93938 -2.35782
H -1.53673 -1.23141 -2.41881
H -2.64060 1.65690 -0.54640
H -1.61717 -0.75453 1.93245
H -1.05909 0.48854 2.99171
H -1.47456 3.24107 1.08694
H -1.69577 2.60829 2.74188
H -2.13965 0.45414 -2.50890
C 2.53689 -1.21713 -0.09186
C 1.97626 -1.72495 -1.45036
C 2.90884 0.20322 -0.11871
O 2.54064 0.91612 -1.08028
N 3.48544 0.79971 0.94296
H 1.66809 -1.22598 0.61654
H 3.17083 -1.96397 0.38509
H 1.48849 -0.96247 -2.12283
H 1.15494 -2.42462 -1.29319
H 3.16770 1.74228 1.11678
H 3.92863 0.27948 1.68310
H 2.80877 -2.12293 -1.99905
*
```